Below is a molecular structure, C34H39N5O20S3, with properties calculated with ωB97M-V/def2-TZVPD.

```
! wB97M-V def2-TZVPD RIJCOSX def2/J DEFGRID3
* xyz 0 1
C 3.46231 6.25901 -0.83746
C 3.32110 5.74697 0.57793
C 2.29001 4.63288 0.63638
C 0.90977 5.01141 0.35041
N -0.20058 5.21012 0.10550
H 4.00130 7.13673 -1.01208
H 2.51894 6.45564 -1.25736
H 3.96870 5.50032 -1.41436
H 3.00897 6.64163 1.19085
H 4.25757 5.33385 1.03728
H 2.27616 4.09881 1.57332
H 2.48303 3.88006 -0.14570
C -2.04465 -4.78239 4.83755
C -1.34919 -3.58338 4.85788
C -1.05316 -2.92675 3.72370
C -1.39772 -3.53516 2.54357
C -1.98955 -4.81155 2.45007
C -2.34676 -5.40692 3.62021
N -1.10128 -2.77773 1.31817
O -0.50840 -1.75104 1.47707
O -1.51601 -3.26406 0.27542
H -2.45013 -5.21024 5.75219
H -1.33944 -3.02363 5.73920
H -0.78385 -1.83366 3.73578
H -2.21741 -5.28267 1.55396
H -2.91137 -6.35701 3.66547
C -5.14891 2.56528 3.39656
C -5.28914 1.17082 3.51864
C -5.05929 0.40980 2.37505
C -5.13416 1.06947 1.15531
C -5.20132 2.46098 0.96084
C -5.15413 3.19491 2.18367
N -5.25594 0.26902 -0.08829
O -5.49096 0.86355 -1.13066
O -4.90651 -0.92192 -0.05552
H -5.19401 3.07814 4.32231
H -5.35262 0.76446 4.52566
H -4.90438 -0.65030 2.48925
H -5.20811 2.92619 0.02420
H -5.04171 4.28217 2.09798
C -0.31472 -3.13594 -4.94389
C -1.12029 -2.11422 -4.38549
C -0.69629 -0.82643 -4.67130
C 0.37741 -0.64604 -5.53104
C 1.06658 -1.66121 -6.17594
C 0.79313 -2.94085 -5.77112
N 0.68976 0.73896 -5.92733
O 0.08202 1.52459 -5.24106
O 1.47911 0.90946 -6.80247
H -0.63622 -4.21851 -4.86931
H -2.04229 -2.36349 -3.85267
H -1.20229 0.06610 -4.33136
H 1.72779 -1.39795 -6.98627
H 1.29290 -3.82444 -6.22499
C -1.73254 2.20021 -1.84063
C -0.53407 2.69048 -2.32828
C 0.63119 1.95696 -2.28297
C 0.44947 0.66010 -1.85437
C -0.70948 0.14048 -1.31431
C -1.82786 0.92392 -1.32695
N 1.64433 -0.19393 -1.88102
O 2.46847 0.07827 -2.71795
O 1.73757 -1.14336 -1.09792
H -2.64247 2.80823 -1.89305
H -0.53095 3.70844 -2.65534
H 1.59529 2.37163 -2.54780
H -0.80451 -0.92450 -1.03058
H -2.83979 0.52216 -1.06514
C -1.14729 2.33750 3.32687
C -1.80454 1.12055 2.76301
O -2.16376 0.25196 3.81125
S -1.58585 0.88477 5.15286
O -0.21843 0.43307 5.30075
O -2.53638 0.66325 6.19791
O -1.67845 2.40731 4.68567
H -1.43892 3.22920 2.80074
H -0.03908 2.31866 3.27947
H -1.22479 0.53119 2.02666
H -2.75337 1.40618 2.28235
C 4.74721 -0.76664 0.58170
C 5.56596 0.05585 -0.42915
O 5.38301 1.50243 -0.01077
S 4.18774 1.55222 1.04034
O 2.92284 1.34204 0.35014
O 4.36348 2.66260 1.92579
O 4.47455 0.15236 1.71594
H 5.20906 -1.61705 1.06671
H 3.76011 -0.98865 0.12509
H 5.05082 -0.06083 -1.46968
H 6.65632 -0.02040 -0.52162
C 2.11093 -4.91785 -0.65282
C 1.61238 -4.28868 -1.95544
O 2.69092 -4.38142 -2.82702
S 4.00030 -4.05119 -1.95589
O 4.16302 -2.62179 -1.87185
O 5.07956 -4.88648 -2.35101
O 3.48195 -4.52272 -0.57324
H 2.08700 -6.01572 -0.52785
H 1.59697 -4.43031 0.15686
H 1.37407 -3.22797 -1.74377
H 0.72420 -4.80638 -2.27937
*
```

As for the max |F|: 4.01 eV/Å. The calculation puts the lowest unoccupied orbital energy at -0.900 eV. For the frontier orbital gap, the calculation gives 8.83 eV.

Below is a molecular structure, C34H39N5OZn, with properties calculated with ωB97M-V/def2-TZVPD.

```
! wB97M-V def2-TZVPD RIJCOSX def2/J DEFGRID3
* xyz -2 1
Zn -0.03850 0.42307 -0.46383
N -1.91219 2.37391 -0.23107
N -2.80351 -0.56299 0.27637
C 1.30713 -0.64766 1.85987
C 0.31512 -0.32491 2.81572
C 0.19979 1.09099 2.87739
C -0.68209 1.86720 3.77793
H -1.32205 1.19725 4.36542
H -1.33169 2.54676 3.20450
H -0.08920 2.48573 4.47207
C 1.15014 1.65793 2.00398
C 1.50856 3.08840 1.95730
H 1.74146 3.46934 2.96533
H 0.69227 3.71023 1.56611
H 2.37655 3.25720 1.31103
C 1.78895 0.58696 1.29177
C 3.07500 0.70705 0.56845
H 3.10771 1.60953 -0.05413
H 3.25914 -0.16152 -0.07994
H 3.91034 0.76074 1.29247
C -0.45470 -1.27939 3.64975
H -0.55059 -0.89235 4.67764
H 0.04983 -2.25462 3.70459
H -1.47803 -1.43643 3.26252
C 1.91441 -1.97405 1.60755
H 2.00615 -2.16363 0.52643
H 1.30419 -2.77969 2.03911
H 2.92963 -2.05500 2.04090
C -2.00147 3.57728 -0.83928
H -1.08929 4.17533 -0.80057
C -3.13360 4.07293 -1.48922
H -3.06340 5.05600 -1.95082
C -4.29809 3.29569 -1.49860
H -5.19847 3.59320 -2.02954
C -4.27604 2.10862 -0.77393
H -5.08852 1.37388 -0.76193
C -3.11466 1.77181 0.00348
C -3.20427 0.61584 0.84724
H -3.34980 0.62596 1.92416
C -1.53210 -0.84658 -0.28305
C -3.66538 -1.65067 0.09212
H -4.69508 -1.62245 0.39780
C -2.93660 -2.63129 -0.43257
H -3.21943 -3.63642 -0.66797
N -1.61335 -2.20350 -0.49205
C -0.58582 -3.18824 -0.54744
C -0.55920 -4.19090 0.44325
C 0.40508 -5.20462 0.35463
H 0.42826 -5.97952 1.13031
C 1.31949 -5.26748 -0.70633
C 2.32005 -6.39233 -0.81198
H 3.35220 -6.02711 -0.71220
H 2.24597 -6.89516 -1.78578
H 2.13914 -7.13952 -0.03235
C 1.27741 -4.24998 -1.66638
H 1.99024 -4.26280 -2.50026
C 0.30705 -3.23550 -1.62142
C 0.16479 -2.26917 -2.74965
H -0.82038 -2.34341 -3.23327
H 0.93728 -2.48977 -3.49539
H 0.29461 -1.22345 -2.43342
C -1.50391 -4.20563 1.60251
H -2.53882 -4.40076 1.29110
H -1.47446 -3.27411 2.18450
H -1.20365 -5.01572 2.28201
N 1.91601 6.27355 -2.01271
C 1.25623 5.23433 -1.43867
O 0.49172 5.39017 -0.47388
C 1.47814 3.88858 -2.05247
C 2.11431 3.61694 -3.27391
C 2.23924 2.29706 -3.69763
C 1.69695 1.25822 -2.93260
N 1.00165 1.52640 -1.80116
C 0.95335 2.80271 -1.35414
H 1.81154 7.18525 -1.59383
H 2.58458 6.15694 -2.75909
H 2.47183 4.44538 -3.87881
H 2.74267 2.05712 -4.63263
H 1.80622 0.20994 -3.21878
H 0.44596 2.93692 -0.40264
*
```

The relative energy (zero: lowest compared OMol25 entry of this formula, charge and spin) is 0.0 kcal/mol. As for the max |F|: 3.78 eV/Å. The calculation puts the lowest unoccupied orbital energy (alpha / beta) at 4.312 / 4.362 eV. For the frontier orbital gap (alpha / beta), the calculation gives 1.75 / 4.57 eV.

Below is a molecular structure, C34H39N6O2SV, with properties calculated with ωB97M-V/def2-TZVPD.

```
! wB97M-V def2-TZVPD RIJCOSX def2/J DEFGRID3
* xyz -1 4
V 0.71579 1.15592 1.62170
C -0.34791 3.29123 3.79738
N -0.21680 3.21614 2.33976
C -1.55013 3.31099 1.72109
C 0.61570 4.27168 1.77353
C 0.60062 5.55915 2.27033
C 1.31729 6.58357 1.65350
C 2.02041 6.28480 0.49818
C 2.05220 4.99799 -0.01517
C 1.38223 3.93206 0.62336
N 1.35112 2.63910 0.21070
C 2.19840 2.19074 -0.81025
C 3.57522 2.41804 -0.80730
C 4.41563 1.81852 -1.73353
C 3.89369 0.96751 -2.69051
C 2.52381 0.73522 -2.72516
C 1.66785 1.33606 -1.80847
N 0.26796 1.08636 -1.82462
C -0.16540 -0.08894 -2.53920
C -0.52717 2.25217 -2.16698
H -0.91190 4.17649 4.11647
H -0.85694 2.39988 4.15398
H 0.64381 3.31971 4.24740
H -2.00871 4.28315 1.94591
H -1.44190 3.22089 0.63966
H -2.18339 2.50677 2.09535
H 0.01169 5.77481 3.15290
H 1.30947 7.58482 2.06365
H 2.56525 7.06594 -0.02067
H 2.61252 4.79983 -0.91840
H 3.98866 3.03589 -0.01967
H 5.48356 1.99410 -1.68128
H 4.54290 0.47866 -3.40641
H 2.11401 0.07190 -3.47561
H -0.11275 0.01415 -3.63740
H 0.42706 -0.95085 -2.23620
H -1.20836 -0.29698 -2.28355
H -0.42754 2.51953 -3.23186
H -1.58579 2.04790 -1.97483
H -0.22258 3.09795 -1.55565
C -3.97387 -4.60235 -3.21508
C -3.89887 -4.26279 -1.72002
C -4.70651 -5.29613 -0.92515
C -4.53719 -2.88952 -1.51176
C -2.44016 -4.29316 -1.26334
C -1.70064 -5.48517 -1.40425
C -0.38368 -5.58645 -1.00919
C 0.23150 -4.46648 -0.45466
S 1.83785 -4.24515 0.14170
C 1.44627 -2.57250 0.54430
N 0.23177 -2.22728 0.25486
C -0.47715 -3.27551 -0.30728
C -1.81299 -3.19349 -0.71035
C 2.47773 -1.70022 1.15172
C 3.73588 -2.24704 1.43142
C 4.72629 -1.47660 2.00808
C 4.45076 -0.14177 2.30250
C 3.20427 0.37592 2.00558
C 2.15152 -0.36265 1.41977
H -5.01230 -4.58000 -3.55487
H -3.57443 -5.59543 -3.42309
H -3.40312 -3.88291 -3.80498
H -5.74638 -5.30092 -1.26217
H -4.69419 -5.06453 0.14117
H -4.30757 -6.30297 -1.05285
H -5.57270 -2.91279 -1.85746
H -4.01393 -2.11406 -2.07451
H -4.54502 -2.60286 -0.45876
H -2.18174 -6.35476 -1.83489
H 0.15249 -6.51880 -1.13044
H -2.32915 -2.25347 -0.57294
H 3.96201 -3.28533 1.21162
H 5.69615 -1.90627 2.22451
H 5.21369 0.48624 2.75037
H 3.05804 1.44181 2.23578
N -1.15171 0.30833 0.91726
N -2.00790 0.04877 2.01915
C -1.35244 -0.10144 3.29423
O -2.04670 -0.56278 4.19537
O -0.15410 0.31071 3.34526
H -1.64327 0.84705 0.21478
H -0.77345 -0.55217 0.50549
H -2.66460 -0.70592 1.87097
*
```

The relative energy (zero: lowest compared OMol25 entry of this formula, charge and spin) is 19.0 kcal/mol. As for the max |F|: 0.77 eV/Å. The calculation puts the lowest unoccupied orbital energy (alpha / beta) at 2.239 / 2.239 eV. For the frontier orbital gap (alpha / beta), the calculation gives 5.58 / 6.36 eV.

Below is a molecular structure, C34H39NO5PSiTi, with properties calculated with ωB97M-V/def2-TZVPD.

```
! wB97M-V def2-TZVPD RIJCOSX def2/J DEFGRID3
* xyz -1 1
Ti 0.04637 0.15345 -0.07957
O 1.14833 0.93108 3.62159
C 0.55017 0.85299 2.54234
O 1.06295 0.33952 1.44567
C -0.84722 1.26604 2.33022
C -1.75576 1.88111 3.20352
C -3.02719 2.19487 2.72211
C -3.37985 1.92057 1.40143
C -2.42919 1.30429 0.57201
N -1.21531 0.95880 1.06653
C -2.50303 0.90524 -0.84016
O -3.49382 1.04111 -1.56859
O -1.38526 0.31141 -1.21401
H -1.45413 2.09520 4.21813
H -3.74671 2.66400 3.38162
H -4.35754 2.15524 1.00849
C -0.91691 -4.45118 2.32268
C -0.07175 -3.23872 1.93239
C 0.05243 -2.29763 3.13071
P -0.65231 -2.24350 0.42796
C 0.18561 -3.15526 -0.98804
C 0.02586 -4.67298 -1.03267
C 1.66537 -2.77119 -0.99631
C -2.45105 -2.77431 0.24491
C -2.96457 -2.51924 -1.16909
C -3.29049 -1.98607 1.25150
H -0.41715 -4.99208 3.12604
H -1.05793 -5.14818 1.50188
H -1.89160 -4.14163 2.69013
H 0.93643 -3.58598 1.67145
H -0.90012 -1.81647 3.35174
H 0.78529 -1.51709 2.93986
H 0.36742 -2.85289 4.01462
H -0.27592 -2.71935 -1.88507
H 0.55634 -5.14779 -0.21164
H 0.44934 -5.05592 -1.96000
H -1.01694 -4.97543 -0.99510
H 2.18926 -3.18876 -0.13601
H 1.76721 -1.67900 -0.97296
H 2.14506 -3.14731 -1.89989
H -2.53876 -3.84430 0.46287
H -2.73087 -1.50258 -1.47946
H -4.04810 -2.63521 -1.19033
H -2.53576 -3.21695 -1.88610
H -3.25977 -0.92704 0.99915
H -2.92168 -2.10448 2.26983
H -4.33045 -2.31540 1.22016
O 1.43620 0.36311 -1.33794
Si 1.84266 1.41922 -2.43669
C 3.68608 1.24832 -2.93433
C 4.35872 0.03842 -2.80204
C 5.68033 -0.10283 -3.18869
C 6.36177 0.97688 -3.72778
C 5.71017 2.19036 -3.87381
C 4.38892 2.31818 -3.48028
C 0.87725 1.14967 -4.05505
C 1.07871 1.93785 -5.18197
C 0.33776 1.73710 -6.33250
C -0.60998 0.72628 -6.37390
C -0.81278 -0.07795 -5.26473
C -0.07477 0.13763 -4.11518
C 1.57445 3.23149 -1.89596
C 2.40391 3.78740 -0.92595
C 2.25689 5.10243 -0.52185
C 1.26781 5.89129 -1.08662
C 0.42613 5.35434 -2.04552
C 0.57828 4.03666 -2.44270
H 3.83186 -0.80662 -2.38130
H 6.18155 -1.05698 -3.07578
H 7.39343 0.86955 -4.03867
H 6.23549 3.03814 -4.29934
H 3.89363 3.27360 -3.59252
H 1.82640 2.72071 -5.15550
H 0.49515 2.36865 -7.19863
H -1.18867 0.56627 -7.27387
H -1.55259 -0.86787 -5.29664
H -0.24232 -0.46807 -3.23167
H 3.18101 3.17662 -0.48443
H 2.91444 5.51962 0.22973
H 1.15579 6.92289 -0.77949
H -0.34814 5.97110 -2.48516
H -0.08759 3.62843 -3.19187
*
```

As for the max |F|: 2.32 eV/Å. The calculation puts the lowest unoccupied orbital energy (alpha / beta) at 2.591 / 2.592 eV. For the frontier orbital gap (alpha / beta), the calculation gives 4.91 / 4.90 eV.

Below is a molecular structure, C34H40Cl4F6NO10PtS2, with properties calculated with ωB97M-V/def2-TZVPD.

```
! wB97M-V def2-TZVPD RIJCOSX def2/J DEFGRID3
* xyz 1 3
Pt 1.97816 2.88055 0.36571
N 1.12222 1.00120 0.03805
S 1.66707 -0.41411 0.44746
O 1.86687 -1.30222 -0.66509
O 1.43940 -0.87379 1.79310
F 3.16633 0.17185 0.63624
S -0.41759 0.36486 -0.29970
O -1.08504 -0.35692 0.74365
O -0.79154 0.11193 -1.65395
F -1.14290 1.83387 -0.06253
C -0.65199 -1.59107 3.72514
Cl -2.12843 -0.62319 3.98745
Cl -0.31725 -2.77328 4.96831
H -0.65286 -2.08261 2.75440
H 0.22892 -0.95440 3.66986
C 3.51663 -3.46072 -2.48471
Cl 4.86061 -3.11851 -3.61369
Cl 2.68858 -4.99774 -2.82811
H 3.83852 -3.42616 -1.45020
H 2.80541 -2.65690 -2.64176
C 2.83158 0.88329 -3.80268
C 1.68975 1.81343 -4.06724
O 2.13237 3.17851 -4.02738
C 2.43966 3.75209 -2.91093
O 2.07467 3.36596 -1.80517
O 3.21522 4.78525 -3.09822
C 3.55830 5.62171 -1.99190
H 2.37438 -0.02278 -3.39871
H 3.37991 1.26329 -2.93516
H 3.52395 0.74909 -4.62837
H 0.89734 1.61880 -3.34216
H 1.27451 1.63007 -5.05642
H 3.97921 5.09023 -1.13692
H 2.59948 6.00546 -1.63749
H 4.25187 6.38267 -2.32737
C 3.65847 0.35106 5.64016
C 3.06682 0.61967 4.29135
O 1.68054 1.06092 4.40886
C 1.20452 1.89714 3.52308
O 1.78824 2.31545 2.55290
O -0.07056 2.09958 3.83245
C -0.84566 2.96253 3.00853
H 3.09837 -0.29298 6.32037
H 3.87192 1.24524 6.22687
H 4.56591 -0.23471 5.47857
H 2.92830 -0.34056 3.79057
H 3.64692 1.22532 3.59979
H -0.91752 2.63287 1.96981
H -0.55837 4.01259 3.03163
H -1.82123 2.81402 3.47167
F -7.47682 -0.32655 0.33019
C -6.18050 -0.35393 0.25225
C -5.54439 0.77458 -0.39514
C -4.18445 0.88572 -0.33042
C -3.45604 -0.21074 0.15370
C -4.08180 -1.30221 0.78056
C -5.46512 -1.35406 0.90735
H -6.13731 1.55580 -0.84966
H -3.71208 1.75997 -0.74959
H -2.37604 -0.15299 0.24520
H -3.44282 -1.98277 1.32658
H -5.84404 -2.13603 1.54857
F 1.80902 -4.13749 -0.23033
C 2.30486 -4.52133 0.98471
C 1.65859 -4.15856 2.15995
C 2.10526 -4.73185 3.34852
C 3.18520 -5.63978 3.32387
C 3.86911 -5.90159 2.15436
C 3.40799 -5.33183 0.97040
H 0.77537 -3.53968 2.20240
H 1.64609 -4.39244 4.26605
H 3.58293 -6.10333 4.21741
H 4.65512 -6.63821 2.06741
H 3.86451 -5.56731 0.01731
F -1.40753 -3.21804 -3.83404
C -1.74936 -3.03250 -2.54674
C -3.09676 -2.92110 -2.25566
C -3.43543 -2.79278 -0.89222
C -2.52554 -3.06039 0.11227
C -1.19050 -3.17407 -0.22818
C -0.80845 -3.24248 -1.54564
H -3.76724 -2.90779 -3.10348
H -4.47837 -2.61446 -0.65442
H -2.87826 -3.13655 1.13321
H -0.46144 -3.22021 0.56670
H 0.23053 -3.23241 -1.84713
F -1.14753 3.66318 -4.70610
C -2.09425 4.07225 -3.84677
C -1.90565 3.97048 -2.48918
C -2.93947 4.29796 -1.61554
C -4.12216 4.80966 -2.10763
C -4.26378 5.05016 -3.49060
C -3.23458 4.67508 -4.34039
H -0.92844 3.66085 -2.14286
H -2.87853 4.14141 -0.54717
H -4.89110 5.14485 -1.42276
H -5.16171 5.48073 -3.90815
H -3.33702 4.87490 -5.39924
*
```

As for the max |F|: 7.84 eV/Å. The calculation puts the lowest unoccupied orbital energy (alpha / beta) at -3.241 / -6.606 eV. For the frontier orbital gap (alpha / beta), the calculation gives 7.89 / 4.53 eV.